22
Properties=species:S:1:pos:R:3:mulliken_charge:R:1 method="wB97M-V/def2-TZVPD" e_above_lowest_kcal_mol=71.1 smiles="C=CC(C)(C)n1ccnc1" gap_ev=9.74
C 1.03638 -0.95151 2.22506 -0.99
C 0.66185 0.08731 1.48183 0.26
C -0.39305 -0.03061 0.04706 0.82
C -1.68338 0.46646 0.65678 -1.41
C -0.33103 -1.46497 -0.44664 -1.24
N 0.10737 0.93673 -0.82638 0.24
C 0.91676 0.78706 -1.98468 -0.30
C 1.35301 2.00935 -2.27269 -0.53
N 1.01670 2.94531 -1.38027 -0.65
C 0.26782 2.29215 -0.52249 -0.10
H 1.57818 -1.03764 3.14190 0.29
H 0.79078 -1.99244 2.05607 0.14
H 0.82955 1.20438 1.46250 0.29
H -2.42156 0.84003 -0.16858 0.34
H -1.53888 1.24869 1.31199 0.45
H -2.26009 -0.32310 1.27623 0.33
H 0.51466 -1.51587 -1.17665 0.32
H -0.20842 -2.08483 0.46372 0.29
H -1.29046 -1.66247 -0.86046 0.36
H 0.90173 -0.09311 -2.61939 0.27
H 2.09264 2.37831 -2.99110 0.40
H -0.18671 2.81311 0.29307 0.40



23
Properties=species:S:1:pos:R:3:mulliken_charge:R:1 method="wB97M-V/def2-TZVPD" e_above_lowest_kcal_mol=116.3 gap_ev=9.75
C 0.90957 2.18461 0.47684 -1.42
C 0.71544 0.76630 0.08975 0.04
C -0.21310 -0.07821 1.03448 1.07
C -1.08486 0.68650 1.95202 -1.23
C -0.15088 -1.44068 0.83725 -0.87
C 0.60700 -2.05142 -0.14311 0.30
N 1.32958 -2.60659 -0.85681 -0.53
H 1.14707 2.34107 1.61365 0.32
H 0.07929 2.94099 0.36600 0.35
H 1.84848 2.64257 -0.07386 0.30
H 1.78798 0.39986 0.19391 0.29
H 0.37724 0.59046 -0.93455 0.17
H -1.33862 0.23671 3.00347 0.32
H -2.06310 0.93398 1.59099 0.28
H -0.46309 1.54007 2.28585 0.29
H -0.73737 -2.11671 1.44644 0.31
C -0.99620 -1.82011 -3.26039 -1.28
C -1.40638 -1.62697 -1.95866 0.49
N -2.21548 -1.32011 -1.21889 0.61
O -2.79853 -1.02762 -0.22925 -0.71
H -1.88647 -1.97534 -3.94234 0.32
H -0.25848 -2.66431 -3.32021 0.30
H -0.56453 -0.97483 -3.80238 0.29



24
Properties=species:S:1:pos:R:3:mulliken_charge:R:1 method="wB97M-V/def2-TZVPD" e_above_lowest_kcal_mol=172.6 gap_ev=9.65
C -1.37844 -0.03285 -1.62623 -0.28
C -0.78212 0.00969 -0.58513 0.17
O 0.07986 -0.01615 0.39407 -0.40
C 1.50607 -0.00316 0.07526 1.39
C 1.82301 -0.90838 -1.10381 -1.40
C 1.97118 1.36071 -0.16432 -1.48
C 2.10228 -0.71067 1.29905 -1.62
H -2.24903 -0.01618 -2.36830 0.39
H 2.82729 -0.72967 -1.55370 0.33
H 1.85251 -1.94647 -0.94837 0.39
H 1.05988 -0.77590 -1.87126 0.35
H 1.17190 1.82057 -0.82167 0.36
H 3.00340 1.25739 -0.65833 0.33
H 2.14399 1.94644 0.66464 0.42
H 1.59566 -0.39138 2.15657 0.44
H 1.73800 -1.70856 1.11108 0.40
H 3.21099 -0.66311 1.41074 0.33
N -2.46918 -1.51485 1.67115 -0.45
C -2.46664 -0.41621 1.32633 0.37
C -2.58371 0.89280 0.74820 -0.29
N -3.57909 1.19676 0.03022 -0.29
O -4.42459 0.23917 -0.30327 -0.28
H -1.91335 1.74825 0.94680 0.48
H -4.23986 -0.63823 0.17030 0.35



25
Properties=species:S:1:pos:R:3:mulliken_charge:R:1 method="wB97M-V/def2-TZVPD" e_above_lowest_kcal_mol=149.1 gap_ev="8.19 / 5.23"
C -3.60544 0.46530 1.33061 -0.34
C -3.50463 -0.85462 1.59361 -0.50
C -2.42768 1.22564 1.12802 -0.60
C -2.21906 -1.50042 1.46160 -0.47
C -1.23986 0.60484 0.97946 0.11
C -1.12240 -0.78674 0.94056 0.31
C 2.99770 1.52708 -1.00568 -0.94
C 2.88360 -0.95067 -0.66823 -0.80
N 0.19481 -0.86685 -2.47624 -0.69
N 2.26948 0.24964 -1.17072 0.07
O 0.20237 1.55056 -1.88391 -0.68
O 0.00810 -1.31256 0.64138 -0.55
S 0.61096 0.20234 -1.50367 0.93
H -4.53618 1.03466 1.33495 0.36
H -4.30548 -1.44542 1.80954 0.47
H -2.49119 2.27206 1.22259 0.41
H -2.16947 -2.60399 1.49622 0.35
H -0.38634 1.16382 1.24465 0.42
H 2.79226 1.74083 0.03903 0.40
H 4.13906 1.50380 -1.11859 0.31
H 2.46032 2.29762 -1.56229 0.30
H 2.12866 -1.34534 0.02221 0.32
H 3.14199 -1.72789 -1.42676 0.19
H 3.80744 -0.62362 -0.02970 0.34
H 0.37098 -1.82010 -2.39863 0.27



26
Properties=species:S:1:pos:R:3:mulliken_charge:R:1 method="wB97M-V/def2-TZVPD" e_above_lowest_kcal_mol=0.0 total_charge=-1 smiles="CC(C)(C#N)O[P@](=O)([O-])C(C)(C)C#N" gap_ev=8.76
C 0.51206 2.63203 -0.49927 -1.80
C -0.57445 1.77039 0.12907 1.86
C -0.92736 2.13761 1.54387 -1.74
C -1.74798 1.97215 -0.72448 -0.12
N -2.56299 2.19050 -1.49797 -0.59
O -0.30031 0.39706 0.16069 -0.27
P 0.74934 -0.19784 -0.97438 0.87
O 2.16786 0.14888 -0.73391 -0.81
O 0.21402 -0.15623 -2.36706 -0.75
C 0.48231 -1.95851 -0.15105 1.61
C -0.99652 -2.32870 -0.54911 -1.64
C 0.92862 -2.08196 1.31330 -1.51
C 1.25744 -2.71281 -1.05346 -0.12
N 1.81568 -3.49688 -1.71728 -0.70
H 1.44883 2.39557 -0.10713 0.53
H 0.55799 2.69591 -1.61861 0.40
H 0.31140 3.67703 -0.25680 0.46
H -1.76294 2.84399 1.64069 0.39
H -0.04655 2.66893 2.13211 0.30
H -1.05323 1.27098 2.14143 0.40
H -1.71552 -1.99584 0.22433 0.27
H -1.10691 -1.95606 -1.51176 0.49
H -1.01621 -3.40051 -0.56236 0.50
H 1.10484 -1.14909 1.84173 0.28
H 0.28294 -2.77351 1.87694 0.35
H 1.97762 -2.59306 1.32045 0.35



31
Properties=species:S:1:pos:R:3:mulliken_charge:R:1 method="wB97M-V/def2-TZVPD" total_charge=+2 gap_ev=5.18
C -2.80108 -0.67688 0.35114 -1.51
C -1.92974 -0.12785 1.37885 -0.01
C -0.52017 0.17730 1.56631 -1.42
C 0.49514 -0.24252 0.49651 1.15
C 0.34172 -1.66466 0.30894 -0.24
N 0.06064 -2.73828 -0.00906 -0.51
C 0.32673 0.59737 -0.78931 2.63
C 1.53359 1.15000 -1.35516 -0.82
N 2.50484 1.57384 -1.80879 -0.32
C -0.36390 -0.20541 -1.88918 -1.89
O 0.39221 -0.71336 -2.91141 -0.20
O 0.95177 -2.01120 -2.64853 -0.23
P -0.66450 2.16489 -0.42074 -0.02
S 0.26304 3.40899 0.71270 -0.08
P 2.22163 -0.12981 1.23588 0.57
O 3.17565 -0.84938 0.41593 -0.58
O 2.56436 1.36225 1.51638 -0.43
O 1.99244 -0.82821 2.61921 -0.51
H -3.03847 -1.73462 0.41119 0.56
H -3.32374 -0.07632 -0.39464 0.79
H -2.51366 0.09234 2.27418 0.48
H -0.28333 -0.34213 2.50919 0.77
H -0.41400 1.27637 1.83640 0.31
H -0.93915 -0.95681 -1.25624 -0.06
H -1.03846 0.48075 -2.41914 0.96
H 0.26065 -2.57160 -2.25839 0.36
H -1.94053 1.76622 0.05277 0.19
H -0.87388 2.71404 -1.69110 0.28
H 3.37947 1.56240 1.02533 0.39
H 2.83582 -1.22453 2.89196 0.43
Pt -2.65509 -1.23321 -1.75116 0.97



24
Properties=species:S:1:pos:R:3:mulliken_charge:R:1 method="wB97M-V/def2-TZVPD" e_above_lowest_kcal_mol=121.8 gap_ev="7.00 / 7.00"
C -1.49396 1.76409 0.93950 -0.23
C -2.67613 2.13364 1.49818 -0.56
C -0.66335 0.74586 1.66131 0.74
C -3.19798 1.38183 2.60006 0.31
C 0.74225 0.53161 1.18104 -1.02
C 2.37960 -0.12502 -1.43803 -0.30
C 2.43800 1.29707 -2.04112 -0.88
C -0.32958 -0.26595 -1.23087 -0.54
N -1.18310 0.03869 2.60399 -0.71
N -2.39262 0.26612 3.03022 0.14
O -4.24942 1.63014 3.18116 -0.65
S 1.19790 -0.81086 -0.44174 0.05
H -0.98303 2.37943 0.22729 0.43
H -3.45916 2.82181 1.12412 0.34
H 1.30117 -0.05133 1.90663 0.45
H 1.25568 1.55734 0.95352 0.30
H 3.36703 -0.50369 -1.22796 0.37
H 1.58356 1.92501 -1.75461 0.23
H 3.39040 1.75406 -1.54816 0.27
H 2.52549 1.34013 -3.13135 0.28
H -0.94695 -1.09327 -1.76287 0.35
H -0.97289 0.31336 -0.46736 0.09
H -0.11941 0.57360 -1.87517 0.26
H -2.73100 -0.35708 3.77184 0.27



23
Properties=species:S:1:pos:R:3:mulliken_charge:R:1 method="wB97M-V/def2-TZVPD" e_above_lowest_kcal_mol=0.0 total_charge=+1 smiles="C=Pc1cc(=[N+](C)C)cc[nH]1" gap_ev=8.66
C -1.67621 4.00164 0.67933 -0.62
P -0.27348 3.51582 -0.12995 -0.04
C -0.16794 1.75316 0.26298 -0.30
C 0.10946 0.70016 -0.54498 -0.18
C 0.34575 -0.64347 -0.10798 1.67
N 0.68637 -1.61734 -0.88761 0.00
C 0.74937 -3.00084 -0.43069 -0.96
C 0.81469 -1.35173 -2.26758 -1.28
C 0.27514 -0.76573 1.31242 -0.87
C -0.30258 0.21481 2.08961 -0.65
N -0.47919 1.48172 1.56560 -0.10
H -1.79447 5.09558 0.57238 0.26
H -2.43053 3.35663 1.01757 0.37
H 0.19609 0.96917 -1.63579 0.27
H 0.53197 -3.07913 0.55070 0.34
H -0.02143 -3.61829 -0.98223 0.36
H 1.69547 -3.54321 -0.38559 0.35
H 1.30008 -2.22240 -2.69972 0.38
H -0.21563 -1.54206 -2.65126 0.40
H 1.35634 -0.43230 -2.35850 0.49
H 0.38010 -1.65099 1.80157 0.39
H -0.18756 0.11214 3.11420 0.41
H -0.89181 2.26667 2.11552 0.31



23
Properties=species:S:1:pos:R:3:mulliken_charge:R:1 method="wB97M-V/def2-TZVPD" e_above_lowest_kcal_mol=36.0 total_charge=+1 gap_ev="8.13 / 6.21" s_squared=2.0090 spin_multiplicity=3
C -1.80093 -0.52367 -0.89834 -0.05
C -1.75442 0.40212 0.07447 -0.83
C 1.40992 1.97466 -0.17431 -0.21
C -0.64644 -1.26240 -1.29453 0.46
C 0.05267 2.24776 0.38442 -0.66
C -0.47961 0.85471 0.73756 -0.21
C 0.77328 -0.04453 0.49978 0.84
C 1.39074 -0.67401 1.74609 -1.34
N 1.77974 0.77877 -0.16101 -0.61
N 0.43667 -1.34140 -0.55248 -0.29
N -0.75070 -2.18418 -2.26066 -0.44
H -2.76395 -0.77422 -1.26699 0.39
H -2.62896 0.88028 0.56621 0.43
H 2.20495 2.60317 -0.61128 0.45
H -0.04146 2.80236 1.30541 0.35
H -0.47029 2.98360 -0.32629 0.33
H -0.45390 0.86727 1.78751 0.55
H 2.26501 -1.32320 1.62664 0.39
H 0.56969 -1.30049 2.10006 0.44
H 1.49100 0.23681 2.48772 0.29
H 1.06984 -2.13235 -0.52700 0.28
H -1.66082 -2.58816 -2.43903 0.21
H 0.00796 -2.48292 -2.80395 0.23



25
Properties=species:S:1:pos:R:3:mulliken_charge:R:1 method="wB97M-V/def2-TZVPD" e_above_lowest_kcal_mol=197.0 total_charge=+1 smiles="O=[N+]([O-])N1CC=CC2=C1CC[NH2+]C2" gap_ev=9.29
O 2.20374 -1.79202 0.97854 -0.61
N 2.91644 -1.01980 0.33625 1.13
O 4.08208 -0.84063 0.32540 -0.62
N 2.27220 -0.23014 -0.69178 -0.17
C 2.80253 1.07029 -0.80985 -0.80
C 2.11010 2.02370 0.11259 -0.52
C 0.89376 1.81408 0.53234 -0.70
C 0.16466 0.60924 0.32238 1.58
C 0.61356 -0.39972 -0.36830 -0.24
C -0.13399 -1.57200 -0.85230 -0.47
C -1.62935 -1.58106 -0.44906 -0.83
N -1.70911 -0.86972 0.88723 -0.10
C -1.27736 0.55512 0.83282 -1.30
H 2.80208 1.39112 -1.91268 0.30
H 3.79706 1.13320 -0.43166 0.45
H 2.68010 2.88603 0.40424 0.46
H 0.31965 2.40254 1.32378 0.25
H -0.11267 -1.48637 -1.99000 0.29
H 0.33264 -2.50948 -0.48111 0.35
H -2.24163 -1.13691 -1.21975 0.39
H -2.22137 -2.56309 -0.43593 0.37
H -1.02198 -1.34152 1.52481 0.42
H -2.70387 -0.88012 0.97136 0.36
H -1.24342 1.01890 1.79442 0.66
H -1.91192 1.16998 0.24644 0.33